Molecular formula: F3H8Hf2O4
Method: DFT, ωB97M-V with the def2-TZVPD basis set

Geometry as XYZ:
```
17
Properties=species:S:1:pos:R:3:forces:R:3:lowdin_charge:R:1
Hf 19.6559 2.7946 19.5239 -2.9447 2.3528 -5.2475 2.57
Hf 16.2996 0.4794 16.8683 2.7295 2.1947 4.3661 2.73
F 20.5325 1.9090 17.4865 -2.4604 1.9282 5.3589 -0.41
F 18.1220 4.6856 18.9893 3.2370 -4.1133 0.8005 -0.37
F 17.7715 1.8297 18.2538 -1.3632 -1.4546 -1.2210 -0.55
O 18.6118 -0.8550 17.7547 -2.6174 1.0807 -1.6250 0.01
H 19.3372 -0.5690 17.1994 0.9916 0.0165 -0.8834 0.09
H 19.0198 -1.0586 18.5963 -0.1324 -0.6972 1.1428 0.11
O 18.2517 4.2616 16.3303 0.8175 -0.9463 -0.8684 0.27
H 18.0478 4.5765 17.2109 -0.2502 1.2759 1.4159 0.03
H 17.5182 3.6899 16.1040 -0.7513 0.2591 -0.9424 0.05
O 17.9001 2.7401 21.0185 2.4988 -0.6408 -1.6130 -0.04
H 17.8817 2.3360 21.8860 0.1941 -0.6081 1.4228 0.14
H 17.0636 3.2003 20.9504 -0.7051 1.0645 -0.3376 0.12
O 14.8252 2.0758 18.5569 1.7695 -2.3197 -1.8861 0.00
H 13.9943 1.7821 18.9307 -1.3378 -0.6157 0.2875 0.12
H 14.9094 2.9851 18.8440 0.3244 1.2236 -0.1701 0.11
```
Positions in Å, forces in eV/Å.

As for the HOMO energy: -29.50 eV. The HOMO-LUMO gap is 3.65 eV. As for the net charge: +5. The value obtained for the largest force on an atom is 0.12564 hartree/bohr.


Molecular formula: C2H6N2O3
Method: DFT, ωB97M-V with the def2-TZVPD basis set

Geometry as XYZ:
```
13
Properties=species:S:1:pos:R:3:forces:R:3:lowdin_charge:R:1
C -0.2107 -0.3740 -0.1186 -0.0641 -0.1323 -0.6383 -0.49
C -1.8420 -1.9460 0.5457 -1.4388 1.4773 2.6670 -0.33
H 1.0520 -1.9851 -0.0122 -0.3048 0.3250 0.0956 0.10
H 1.7873 -0.5037 0.1332 -0.4893 0.1056 0.4187 0.11
H -1.3273 1.1417 -0.2735 0.6556 -0.3161 -0.7076 0.09
H -2.3364 -2.8757 0.2174 0.2371 0.1501 0.1668 0.15
H 2.6047 3.1270 -0.7426 -0.9721 0.1246 0.9011 0.05
H 1.0722 3.1630 -0.7897 0.5409 -0.1993 0.8116 0.03
N 0.9355 -1.0321 0.3288 -0.1596 0.1360 -1.1039 0.15
N -0.3338 0.8603 -0.3291 -0.5768 -0.3834 1.0207 0.16
O -1.2613 -1.3178 -0.4692 1.5647 0.2615 0.0125 0.03
O -1.9550 -1.4339 1.6558 0.4364 -1.6116 -1.9989 0.07
O 1.8147 3.1763 -0.1459 0.5707 0.0627 -1.6454 -0.11
```
Positions in Å, forces in eV/Å.

As for the HOMO energy: -10.17 eV. As for the SMILES: [H]/N=C(/N)OC=O.O. The HOMO-LUMO gap is 10.81 eV. The value obtained for the largest force on an atom is 0.06556 hartree/bohr.


Molecular formula: C12H7ClHgN3O2
Method: DFT, ωB97M-V with the def2-TZVPD basis set

Geometry as XYZ:
```
26
Properties=species:S:1:pos:R:3:forces:R:3:lowdin_charge:R:1
Hg 0.0077 -0.8980 0.3184 -0.0004 0.4464 0.6057 0.51
O -0.5349 7.4049 0.0329 -0.1035 -0.1645 -0.0453 0.07
N -1.2937 6.4538 0.0085 -0.0380 0.4581 0.1467 -0.33
O -2.5043 6.5669 0.0120 0.0684 -0.2157 -0.0548 0.08
C -0.6898 5.1082 -0.0119 0.4587 -0.3474 -0.0379 -0.06
C 0.6641 5.0892 0.0003 -0.2814 0.2415 -0.0064 0.07
C 1.3922 3.8721 -0.0329 -0.0258 -0.3669 0.0032 -0.13
C 2.7975 3.8445 0.0028 -0.0091 -0.0032 -0.0113 0.01
C 3.4416 2.6374 -0.0160 0.0203 0.0497 0.0139 -0.03
C 2.6656 1.4716 -0.0834 0.0010 0.0803 -0.0148 -0.12
N 1.3531 1.4770 -0.1342 0.0035 -0.3270 -0.0109 0.05
C 0.7038 2.6493 -0.0963 0.2565 0.2468 0.0195 -0.15
C -0.7443 2.6553 -0.0988 -0.2074 0.3250 0.0163 -0.15
N -1.3586 1.4649 -0.1343 0.0086 -0.2846 -0.0096 0.04
C -2.6678 1.4069 -0.0864 -0.0076 0.0260 -0.0198 -0.13
C -3.4660 2.5491 -0.0181 0.0311 0.0975 0.0091 -0.03
C -2.8657 3.7821 -0.0034 0.0008 -0.1278 -0.0176 0.01
C -1.4582 3.8796 -0.0431 -0.1401 -0.0608 0.0073 -0.05
H 1.2034 6.0244 0.0375 -0.0252 0.0154 -0.0113 0.13
H 3.3473 4.7766 0.0479 0.0038 -0.0068 0.0128 0.12
H 4.5197 2.5718 0.0230 -0.0069 -0.0135 -0.0052 0.11
H 3.1432 0.4980 -0.0936 0.0074 0.0087 -0.0107 0.11
H -3.1089 0.4162 -0.0988 -0.0217 0.0152 -0.0042 0.11
H -4.5426 2.4631 0.0258 0.0051 -0.0151 -0.0068 0.11
H -3.4716 4.6664 0.0431 -0.0008 0.1195 0.0123 0.10
Cl 0.0220 -0.2249 2.7684 0.0026 -0.1968 -0.5801 -0.45
```
Positions in Å, forces in eV/Å.

As for the HOMO energy (alpha / beta): -7.98 / -9.43 eV. The HOMO-LUMO gap (alpha / beta) is 6.61 / 7.64 eV. Its spin multiplicity is 2. As for the expectation value of S²: 0.756. The value obtained for the largest force on an atom is 0.01463 hartree/bohr.


Molecular formula: C5H8N2O
Method: DFT, ωB97M-V with the def2-TZVPD basis set

Geometry as XYZ:
```
16
Properties=species:S:1:pos:R:3:forces:R:3:lowdin_charge:R:1
C -1.2292 -2.0116 0.3938 -0.3565 -1.7372 0.2131 -0.07
C -0.4386 -0.7422 0.2273 0.7795 -0.4866 -3.0028 -0.46
C -0.9011 1.7300 0.6405 0.4985 2.0773 1.4295 -0.29
C 1.3174 0.3786 -0.8617 2.4253 -0.7559 1.2829 -0.25
C 2.6406 0.6694 -0.6779 -0.4267 0.4708 -1.9067 0.00
H -0.6681 -2.8667 -0.3719 -1.8488 2.3734 2.7772 0.15
H -2.3500 -1.7813 -0.0025 2.6206 -0.9103 1.1447 0.11
H -1.2208 -2.2674 1.6059 -0.2817 0.1566 -3.3964 0.13
H -2.2739 0.3509 0.3233 2.0088 -0.4196 -0.2739 0.17
H 0.2094 1.9198 1.0890 -2.3847 -0.6200 -1.3590 0.18
H 0.6264 0.9132 -1.4386 -0.6192 1.5134 -0.8439 0.08
H 3.2182 1.5374 -1.1773 -1.5934 -1.3132 0.8606 0.08
H 3.3216 -0.0912 -0.3078 -0.3684 0.0893 0.5653 0.04
N -1.2097 0.4064 0.2723 -2.6924 2.5556 1.2986 0.07
N 0.7062 -0.7938 -0.3673 -0.0202 -0.0477 1.4974 0.08
O -1.7482 2.6484 0.6530 2.2593 -2.9459 -0.2865 -0.01
```
Positions in Å, forces in eV/Å.

As for the HOMO energy: -8.95 eV. As for the SMILES: C=C/N=C(/C)NC=O. The HOMO-LUMO gap is 9.41 eV. The value obtained for the largest force on an atom is 0.07962 hartree/bohr.


Repeat the fourth record exactly.
Molecular formula: C5H8N2O
Method: DFT, ωB97M-V with the def2-TZVPD basis set

Geometry as XYZ:
```
16
Properties=species:S:1:pos:R:3:forces:R:3:lowdin_charge:R:1
C -1.2292 -2.0116 0.3938 -0.3565 -1.7372 0.2131 -0.07
C -0.4386 -0.7422 0.2273 0.7795 -0.4866 -3.0028 -0.46
C -0.9011 1.7300 0.6405 0.4985 2.0773 1.4295 -0.29
C 1.3174 0.3786 -0.8617 2.4253 -0.7559 1.2829 -0.25
C 2.6406 0.6694 -0.6779 -0.4267 0.4708 -1.9067 0.00
H -0.6681 -2.8667 -0.3719 -1.8488 2.3734 2.7772 0.15
H -2.3500 -1.7813 -0.0025 2.6206 -0.9103 1.1447 0.11
H -1.2208 -2.2674 1.6059 -0.2817 0.1566 -3.3964 0.13
H -2.2739 0.3509 0.3233 2.0088 -0.4196 -0.2739 0.17
H 0.2094 1.9198 1.0890 -2.3847 -0.6200 -1.3590 0.18
H 0.6264 0.9132 -1.4386 -0.6192 1.5134 -0.8439 0.08
H 3.2182 1.5374 -1.1773 -1.5934 -1.3132 0.8606 0.08
H 3.3216 -0.0912 -0.3078 -0.3684 0.0893 0.5653 0.04
N -1.2097 0.4064 0.2723 -2.6924 2.5556 1.2986 0.07
N 0.7062 -0.7938 -0.3673 -0.0202 -0.0477 1.4974 0.08
O -1.7482 2.6484 0.6530 2.2593 -2.9459 -0.2865 -0.01
```
Positions in Å, forces in eV/Å.

As for the HOMO energy: -8.95 eV. As for the SMILES: C=C/N=C(/C)NC=O. The HOMO-LUMO gap is 9.41 eV. The value obtained for the largest force on an atom is 0.07962 hartree/bohr.


Copy entry 2 word for word.
Molecular formula: C2H6N2O3
Method: DFT, ωB97M-V with the def2-TZVPD basis set

Geometry as XYZ:
```
13
Properties=species:S:1:pos:R:3:forces:R:3:lowdin_charge:R:1
C -0.2107 -0.3740 -0.1186 -0.0641 -0.1323 -0.6383 -0.49
C -1.8420 -1.9460 0.5457 -1.4388 1.4773 2.6670 -0.33
H 1.0520 -1.9851 -0.0122 -0.3048 0.3250 0.0956 0.10
H 1.7873 -0.5037 0.1332 -0.4893 0.1056 0.4187 0.11
H -1.3273 1.1417 -0.2735 0.6556 -0.3161 -0.7076 0.09
H -2.3364 -2.8757 0.2174 0.2371 0.1501 0.1668 0.15
H 2.6047 3.1270 -0.7426 -0.9721 0.1246 0.9011 0.05
H 1.0722 3.1630 -0.7897 0.5409 -0.1993 0.8116 0.03
N 0.9355 -1.0321 0.3288 -0.1596 0.1360 -1.1039 0.15
N -0.3338 0.8603 -0.3291 -0.5768 -0.3834 1.0207 0.16
O -1.2613 -1.3178 -0.4692 1.5647 0.2615 0.0125 0.03
O -1.9550 -1.4339 1.6558 0.4364 -1.6116 -1.9989 0.07
O 1.8147 3.1763 -0.1459 0.5707 0.0627 -1.6454 -0.11
```
Positions in Å, forces in eV/Å.

As for the HOMO energy: -10.17 eV. As for the SMILES: [H]/N=C(/N)OC=O.O. The HOMO-LUMO gap is 10.81 eV. The value obtained for the largest force on an atom is 0.06556 hartree/bohr.